# 1
# C5H9NO2

A single C5H9NO2 molecule (ωB97M-V with the def2-TZVPD basis set, OMol25).

ORCA input file:
```
! RIJCOSX wB97M-V def2-TZVPD def2/J DEFGRID3
* xyz 0 1
C -1.252 -0.883 0.091
C 0.234 0.777 1.322
C 1.941 0.751 -1.284
C -0.077 0.003 0.067
N -1.774 -1.244 1.268
C 0.676 0.005 -1.044
O -1.780 -1.461 -0.931
O -2.130 -0.306 -1.827
H -2.572 -1.861 1.258
H -1.342 -1.013 2.146
H 0.289 -0.551 -1.889
H 0.985 1.542 1.138
H -0.659 1.283 1.696
H 0.622 0.133 2.121
H 1.823 1.397 -2.161
H 2.262 1.375 -0.451
H 2.751 0.053 -1.519
*
```

Output
Orbital gap (spin up / spin down) (eV): 7.90 / 7.90
Energy above the lowest of the compared OMol25 structures with the same formula, charge and spin (eV): 5.037
Largest force on an atom (eV/Å): 0.7

---

# 2
# C5H9NO2

A single C5H9NO2 molecule at a distorted geometry (ωB97M-V with the def2-TZVPD basis set, OMol25).

ORCA input file:
```
! RIJCOSX wB97M-V def2-TZVPD def2/J DEFGRID3
* xyz 0 1
C -0.321 0.648 0.576
C -0.566 -0.927 0.551
C 0.672 -1.406 -0.326
C 1.687 -0.307 -0.528
C 1.033 0.896 -0.041
H -2.079 1.810 0.078
H -0.997 1.890 -1.136
H -0.621 1.094 1.591
H -0.569 -1.267 1.575
H -2.270 -0.252 -0.052
H 1.174 -2.365 0.129
H 0.245 -1.762 -1.295
H 2.438 -0.356 -1.307
H 1.422 1.933 -0.178
N -1.404 1.288 -0.380
O -1.924 -1.101 0.045
O 2.079 0.183 0.697
*
```

Output
SMILES: N[C@@H]1[C@H]2O[C@H]2C[C@@H]1O
Orbital gap (eV): 10.57
Energy above the lowest of the compared OMol25 structures with the same formula, charge and spin (eV): 3.078
Largest force on an atom (eV/Å): 4.8

---

For the records above, the corresponding energy values read -10911.5385 -10913.4982 eV.